Formula: C5H30N10O10
Source: the OMol25 dataset
Level of theory: wB97M-V/def2-TZVPD

Computed properties:
- lowest unoccupied orbital energy (eV) = 0.144
- SMILES = NC(N)=O.NC(N)=O.NC(N)=O.NC(N)=O.NC(N)=O.O.O.O.O.O
- energy relative to the best compared isomer or geometry (same formula, charge and spin) (kcal per mole) = 0.0
- HOMO (eV) = -9.41
- net charge = 0
- orbital gap (eV) = 9.55
- molar mass (g/mol) = 390.4
- DFT total energy (Ha) = -1508.71906

CARTESIAN COORDINATES (ANGSTROEM)
N  -4.28356  -0.19605  0.38450
C  -3.72350  -0.59567  -0.78870
N  -4.24975  -0.10409  -1.92977
O  -2.79967  -1.42543  -0.79700
H  -3.89448  -0.60571  1.21587
H  -5.05491  0.44276  0.36801
H  -4.90540  0.65538  -1.93348
H  -3.92357  -0.44486  -2.81483
N  0.54207  2.10267  -0.01795
C  -0.56326  2.67091  0.54113
N  -1.22563  3.59137  -0.23044
O  -0.93022  2.41189  1.67844
H  1.16554  1.60770  0.59256
H  0.84376  2.35447  -0.94282
H  -1.90748  4.13730  0.26023
H  -0.95041  3.79091  -1.17375
N  4.25486  3.28771  -0.93320
C  3.48226  2.86095  -1.99410
N  2.92789  1.62577  -1.82895
O  3.30075  3.57020  -2.97033
H  4.59961  4.22839  -0.97602
H  4.72639  2.65216  -0.31748
H  2.38683  1.21663  -2.58504
H  3.05233  1.21079  -0.92093
N  -1.36770  -1.32857  2.43337
C  -2.37080  -1.44365  3.37771
N  -3.16893  -2.55280  3.25203
O  -2.51663  -0.61828  4.25866
H  -0.94962  -0.41295  2.41232
H  -1.37982  -1.93073  1.62795
H  -2.87635  -3.28050  2.62130
H  -3.88915  -2.54113  3.95006
N  1.92452  -1.16234  2.46668
C  2.70524  -0.24351  1.84149
N  3.41108  0.58977  2.65407
O  2.76813  -0.19044  0.60990
H  1.44886  -1.83019  1.88727
H  1.87089  -1.22986  3.46651
H  4.19092  1.10330  2.28780
H  3.28314  0.64148  3.64890
O  -2.80690  -3.78615  0.48593
H  -2.70902  -2.90113  0.07676
H  -1.95941  -4.22066  0.35138
O  -1.09206  -0.77623  -3.42782
H  -1.56229  -1.46807  -3.90182
H  -0.95707  -1.14329  -2.54089
O  1.93305  -0.38882  -3.67073
H  1.18029  -0.85289  -3.28689
H  2.69328  -0.95669  -3.49468
O  3.20228  -2.02951  -1.72557
H  2.96866  -1.39382  -1.03433
H  3.67599  -2.73030  -1.27048
O  -0.08858  -0.96361  -0.63819
H  -0.96519  -0.65622  -0.37087
H  0.53273  -0.34835  -0.23377



Formula: CH5NOSi
Source: the OMol25 dataset
Level of theory: wB97M-V/def2-TZVPD

Computed properties:
- lowest unoccupied orbital energy (eV) = -0.759
- energy relative to the best compared isomer or geometry (same formula, charge and spin) (kcal per mole) = 50.9
- HOMO (eV) = -11.02
- net charge = 0
- orbital gap (eV) = 10.26
- molar mass (g/mol) = 75.1
- DFT total energy (Ha) = -460.48089

CARTESIAN COORDINATES (ANGSTROEM)
C  1.71753  -1.20895  -0.14363
N  1.77294  -1.92805  -1.02058
O  -0.34295  0.13086  0.17714
Si  -1.47376  0.25766  -0.80649
H  1.64447  -0.47112  0.64766
H  0.35622  0.80290  1.82778
H  0.39434  1.66229  1.90568
H  -1.54315  1.51788  -1.55565
H  -2.52563  -0.76346  -1.03191



Formula: C18H19FN6O2S
Source: the OMol25 dataset
Level of theory: wB97M-V/def2-TZVPD

Computed properties:
- lowest unoccupied orbital energy (eV) = -0.207
- SMILES = Cc1cc(S(=O)(=O)N2CCN(c3ccc(F)cc3)CC2)ccc1-n1cnnn1
- energy relative to the best compared isomer or geometry (same formula, charge and spin) (kcal per mole) = 42.9
- HOMO (eV) = -7.83
- net charge = 0
- orbital gap (eV) = 7.63
- molar mass (g/mol) = 402.5
- DFT total energy (Ha) = -1674.33119

CARTESIAN COORDINATES (ANGSTROEM)
C  -4.71574  -0.08547  2.19127
C  -3.94286  -0.22921  0.92269
C  -2.75021  -0.94530  0.90284
C  -2.02546  -1.08958  -0.26107
S  -0.49303  -2.01674  -0.25938
O  -0.50335  -2.93841  -1.35414
O  -0.27416  -2.52783  1.06598
N  0.57489  -0.78036  -0.65070
C  1.72013  -1.17267  -1.44955
C  2.82369  -1.78935  -0.57872
N  3.20758  -0.86283  0.46841
C  4.19587  0.08180  0.23068
C  5.37842  -0.29837  -0.42007
C  6.41019  0.59351  -0.62209
C  6.28102  1.89119  -0.16184
F  7.28933  2.77224  -0.35991
C  5.14068  2.29994  0.49952
C  4.10722  1.40174  0.68898
C  2.06301  -0.54939  1.29632
C  0.92289  0.06802  0.47274
C  -2.45690  -0.53495  -1.45028
C  -3.63804  0.18046  -1.46062
C  -4.37084  0.33735  -0.28507
N  -5.55722  1.08194  -0.34306
C  -5.86790  2.13776  -1.14406
N  -7.08854  2.51095  -0.87971
N  -7.53055  1.68932  0.06638
N  -6.65142  0.84997  0.39983
H  -4.12932  -0.44378  3.03222
H  -5.63984  -0.65785  2.13393
H  -4.99495  0.95192  2.36708
H  -2.37364  -1.40984  1.80126
H  1.36115  -1.89282  -2.18422
H  2.09794  -0.27980  -1.95954
H  3.67662  -2.04984  -1.20129
H  2.43499  -2.69892  -0.10902
H  5.50732  -1.31533  -0.75415
H  7.31560  0.28919  -1.12285
H  5.06048  3.31539  0.85454
H  3.22379  1.75182  1.19768
H  2.35801  0.10608  2.11488
H  1.69740  -1.48960  1.72139
H  0.02755  0.18611  1.08484
H  1.21659  1.04374  0.07183
H  -1.87515  -0.68174  -2.34465
H  -4.00638  0.60398  -2.38244
H  -5.20684  2.59554  -1.84687